# 1
{"formula": "C36H45N9", "method": "the ωB97M-V functional and the def2-TZVPD basis", "orbital_gap_ev": 7.96, "multiplicity": 1, "lumo_energy_ev": 0.2788, "de_lowest_kcal_mol": 42.3, "homo_energy_ev": -7.6775, "symbols": ["C", "C", "C", "N", "C", "H", "H", "H", "H", "H", "C", "C", "C", "N", "C", "H", "H", "H", "H", "H", "C", "C", "C", "N", "C", "H", "H", "H", "H", "H", "C", "C", "C", "N", "C", "H", "H", "H", "H", "H", "C", "C", "C", "N", "C", "H", "H", "H", "H", "H", "C", "C", "C", "N", "C", "H", "H", "H", "H", "H", "C", "C", "C", "N", "C", "H", "H", "H", "H", "H", "C", "C", "C", "N", "C", "H", "H", "H", "H", "H", "C", "C", "C", "N", "C", "H", "H", "H", "H", "H"], "positions_angstrom": [[17.80583, -31.65655, 12.60466], [17.55725, -32.59739, 13.62400], [17.33757, -31.88438, 14.77753], [17.34130, -30.55477, 14.48571], [17.70517, -30.41509, 13.16707], [18.06173, -31.73815, 11.56022], [17.53425, -33.67301, 13.55733], [17.14965, -32.20405, 15.78985], [17.11978, -29.83137, 15.15419], [17.79697, -29.44789, 12.69901], [15.44621, -26.20377, 12.51682], [14.58298, -25.85360, 11.45421], [13.99553, -24.65282, 11.84707], [14.42767, -24.35619, 13.10163], [15.44356, -25.21490, 13.45157], [16.02165, -27.11608, 12.56542], [14.48334, -26.46140, 10.57058], [13.20285, -24.14201, 11.32772], [14.15250, -23.60615, 13.73229], [15.88231, -25.18978, 14.43652], [15.41630, -21.71391, 15.49303], [14.10177, -21.92281, 14.99542], [13.48419, -22.85331, 15.80253], [14.39519, -23.22376, 16.73216], [15.58229, -22.55236, 16.57982], [16.10593, -20.99688, 15.08097], [13.59112, -21.27561, 14.29855], [12.48249, -23.24400, 15.86147], [14.13668, -23.74263, 17.55441], [16.37840, -22.81795, 17.25423], [20.14004, -22.52294, 11.96256], [19.42740, -23.41464, 12.77655], [18.66124, -22.69551, 13.65304], [19.02870, -21.37746, 13.50080], [19.87288, -21.24987, 12.42745], [20.82896, -22.81954, 11.18911], [19.33799, -24.48518, 12.67138], [17.94143, -22.96839, 14.40617], [18.63246, -20.58499, 13.97408], [20.12982, -20.26172, 12.08355], [13.12547, -24.90228, 6.12452], [13.76731, -24.77159, 7.40776], [12.75733, -24.79140, 8.35182], [11.55886, -24.79995, 7.69217], [11.78117, -24.94141, 6.35402], [13.63695, -24.90436, 5.17609], [14.82983, -24.66409, 7.54913], [12.92416, -24.62226, 9.40018], [10.63907, -24.65012, 8.08610], [10.94437, -24.87853, 5.67662], [9.52495, -24.01505, 9.90259], [8.88355, -23.33815, 8.80484], [7.62543, -23.84515, 8.63619], [7.49902, -24.87297, 9.53575], [8.63255, -24.96469, 10.30079], [10.52156, -23.81320, 10.25372], [9.36485, -22.54921, 8.24659], [6.80290, -23.58589, 7.99295], [6.74240, -25.53068, 9.57666], [8.67884, -25.78996, 10.99402], [14.99604, -30.14430, 17.25108], [14.93613, -29.12647, 16.29815], [16.05351, -28.34093, 16.46120], [16.80671, -28.88020, 17.48657], [16.11821, -29.95313, 18.02506], [14.18509, -30.83095, 17.43823], [14.20370, -28.91082, 15.53709], [16.29813, -27.43658, 15.92822], [17.56287, -28.40836, 17.94906], [16.46003, -30.43166, 18.92609], [17.67965, -27.10546, 9.86310], [17.53210, -27.84450, 8.67468], [18.04336, -27.11015, 7.61560], [18.55236, -25.96122, 8.19019], [18.22525, -25.90391, 9.50692], [17.34892, -27.43520, 10.83116], [16.96489, -28.74916, 8.51114], [18.20161, -27.27569, 6.56509], [18.81523, -25.15002, 7.65704], [18.42744, -25.04875, 10.13247], [15.42586, -22.19586, 9.76277], [16.07471, -21.29458, 8.88895], [17.18981, -20.85134, 9.54970], [17.29753, -21.55199, 10.71480], [16.12160, -22.24007, 10.94695], [14.52034, -22.74408, 9.55444], [15.66560, -21.03289, 7.92707], [17.96938, -20.15782, 9.27625], [18.04088, -21.52826, 11.40324], [15.93883, -22.81843, 11.83582]]}

# 2
{"formula": "C2H5NOS", "method": "the ωB97M-V functional and the def2-TZVPD basis", "orbital_gap_ev": 9.25, "multiplicity": 1, "lumo_energy_ev": 0.4357, "de_lowest_kcal_mol": 83.0, "homo_energy_ev": -8.8147, "symbols": ["O", "C", "C", "N", "S", "H", "H", "H", "H", "H"], "positions_angstrom": [[0.69311, -1.32755, -0.18028], [0.74383, 0.05630, 0.18306], [-0.27756, 1.16350, -0.13603], [-1.54620, 0.95330, -0.27387], [-2.07892, -0.68778, 0.08026], [0.37910, -1.47946, -1.17895], [1.72124, 0.35945, -0.16977], [1.06234, 0.17889, 1.44199], [0.18721, 2.17856, 0.08581], [-0.88416, -1.39524, 0.14779]]}

# 3
{"formula": "C9H8NS", "method": "the ωB97M-V functional and the def2-TZVPD basis", "orbital_gap_ev": [5.56, 5.70], "multiplicity": 3, "lumo_energy_ev": [-5.3435, -6.8639], "s2": 2.08, "charge": 1, "homo_energy_ev": [-10.9061, -12.5636], "symbols": ["C", "C", "C", "C", "C", "C", "C", "C", "C", "N", "S", "H", "H", "H", "H", "H", "H", "H", "H"], "positions_angstrom": [[2.02058, 1.73743, -2.18711], [-2.75845, -0.81889, 0.25572], [-2.39073, 0.51160, 0.25689], [-1.75462, -1.76345, 0.17178], [-1.03054, 0.85433, 0.22386], [-0.36705, -1.45967, 0.08644], [-0.17280, -0.14043, 0.06079], [2.53812, -0.28544, 0.65493], [1.96967, 0.94810, 0.12052], [2.08737, 1.33324, -1.08504], [2.59149, -0.58053, 2.26091], [1.76912, 2.13012, -3.19239], [-3.79601, -0.92762, 0.36910], [-3.15101, 1.29236, 0.29177], [-1.84967, -2.89739, 0.18418], [-0.65819, 1.85368, 0.39321], [0.41262, -2.31386, 0.24933], [2.94483, -1.12065, 0.06452], [1.59527, 1.64707, 0.82057]]}

# 4
{"formula": "C49H35Cl6GeN2O6PSTc", "method": "the ωB97M-V functional and the def2-TZVPD basis", "orbital_gap_ev": 7.04, "multiplicity": 1, "lumo_energy_ev": -4.2000, "de_lowest_kcal_mol": 15.2, "charge": 1, "homo_energy_ev": -11.2378, "symbols": ["Tc", "Cl", "C", "C", "C", "Cl", "C", "Cl", "C", "Cl", "C", "Cl", "N", "P", "C", "C", "C", "C", "C", "C", "C", "C", "C", "C", "C", "C", "C", "C", "C", "C", "C", "N", "H", "H", "H", "H", "H", "H", "H", "H", "H", "H", "H", "H", "H", "H", "H", "O", "C", "O", "C", "C", "C", "C", "S", "C", "C", "H", "H", "H", "H", "H", "O", "Cl", "O", "O", "O", "C", "Ge", "C", "C", "C", "C", "C", "C", "C", "C", "C", "C", "C", "C", "C", "C", "C", "C", "C", "C", "H", "H", "H", "H", "H", "H", "H", "H", "H", "H", "H", "H", "H", "H", "H"], "positions_angstrom": [[0.48736, -1.56350, -0.62100], [-2.77751, -3.53154, 0.18373], [-1.19741, -4.17416, 0.45007], [-0.06946, -3.38957, 0.23833], [1.12703, -3.92804, 0.65806], [2.45755, -2.80424, 0.43817], [1.30178, -5.17658, 1.21303], [2.85292, -5.69541, 1.71189], [0.16956, -5.96980, 1.35258], [0.31959, -7.53892, 2.01972], [-1.07961, -5.46578, 0.97761], [-2.47741, -6.43746, 1.18349], [-0.52090, -0.36125, -3.61419], [-1.26190, -1.03846, -2.22992], [-2.10529, -2.45067, -3.02094], [-3.27043, -2.21460, -3.75650], [-3.89973, -3.25749, -4.42367], [-3.37509, -4.54117, -4.36170], [-2.21722, -4.78256, -3.63564], [-1.58318, -3.74466, -2.97022], [-2.63902, 0.10215, -1.89540], [-2.77510, 1.30082, -2.58954], [-3.91559, 2.07820, -2.41561], [-4.92584, 1.66161, -1.55927], [-4.79596, 0.46444, -0.86629], [-3.65800, -0.30784, -1.03254], [0.48600, 0.61171, -3.51080], [1.18971, 1.04131, -4.63431], [2.18334, 1.97708, -4.45756], [2.45404, 2.46578, -3.18233], [1.69704, 1.98099, -2.13900], [0.72328, 1.07304, -2.28946], [-0.44763, -0.97255, -4.41235], [-3.69477, -1.21937, -3.80809], [-4.80401, -3.06345, -4.98993], [-3.87006, -5.35452, -4.87907], [-1.80694, -5.78432, -3.58235], [-0.69027, -3.95415, -2.40571], [-2.01133, 1.62548, -3.28146], [-4.01878, 3.00503, -2.96886], [-5.81853, 2.26465, -1.43547], [-5.58310, 0.13433, -0.19731], [-3.56945, -1.24486, -0.50135], [0.96634, 0.62800, -5.61085], [2.75707, 2.32174, -5.30991], [3.23822, 3.19022, -3.00471], [1.87600, 2.32141, -1.12613], [-3.82657, 5.03711, 2.08284], [-4.34364, 3.79654, 2.21949], [-5.48836, 3.64341, 2.52714], [-3.41462, 2.64447, 1.96081], [-2.36014, 2.73563, 1.06335], [-1.55604, 1.63830, 0.81556], [-1.80182, 0.46745, 1.51137], [-0.70331, -0.92296, 1.43869], [-2.85567, 0.35373, 2.41145], [-3.67794, 1.44772, 2.61612], [-2.87148, 4.99354, 1.95475], [-2.17364, 3.65053, 0.51062], [-0.75951, 1.69122, 0.08051], [-3.02311, -0.57484, 2.94965], [-4.52289, 1.39627, 3.29073], [3.47985, -2.98057, -2.85653], [2.35611, -2.12112, -2.96740], [2.52449, -0.86957, -2.22904], [1.96291, -1.89952, -4.31813], [1.17193, -2.76632, -2.23304], [0.68975, -0.22151, 0.69021], [1.92308, 0.96371, 1.77712], [2.52499, -0.38458, 3.03687], [1.68468, -0.98090, 3.98481], [2.16071, -1.98709, 4.81754], [3.48188, -2.40642, 4.71330], [4.32906, -1.81166, 3.78750], [3.85453, -0.80644, 2.95252], [3.41561, 1.65967, 0.79292], [3.95041, 2.88438, 1.19894], [5.11644, 3.36583, 0.61277], [5.75541, 2.62460, -0.37330], [5.23129, 1.40349, -0.77885], [4.06856, 0.92130, -0.19447], [0.91004, 2.40349, 2.56344], [0.65964, 3.55850, 1.81796], [-0.02203, 4.62946, 2.37970], [-0.46955, 4.55416, 3.69455], [-0.21303, 3.41794, 4.45000], [0.48443, 2.35176, 3.89104], [0.65119, -0.66685, 4.08575], [1.50091, -2.44153, 5.54832], [3.85226, -3.19154, 5.36196], [5.36231, -2.12944, 3.71393], [4.52685, -0.34930, 2.23298], [3.45563, 3.47096, 1.96649], [5.52321, 4.32008, 0.92529], [6.66808, 2.99654, -0.82272], [5.72872, 0.82455, -1.54810], [3.66748, -0.02360, -0.52793], [1.01740, 3.64258, 0.79804], [-0.19150, 5.52862, 1.79692], [-0.99657, 5.39064, 4.13781], [-0.54245, 3.36614, 5.48045], [0.69671, 1.48038, 4.50003]]}

# 5
{"formula": "C3H5N3", "method": "the ωB97M-V functional and the def2-TZVPD basis", "orbital_gap_ev": 10.81, "multiplicity": 1, "lumo_energy_ev": 0.8277, "de_lowest_kcal_mol": 41.7, "homo_energy_ev": -9.9843, "symbols": ["C", "C", "C", "H", "H", "H", "H", "H", "N", "N", "N"], "positions_angstrom": [[-0.82448, -0.14912, 1.31804], [1.21269, -0.00913, -0.07826], [0.19148, 0.24021, -1.81058], [-0.48157, 0.47572, 2.09019], [-0.70435, -1.03150, 1.85718], [-1.82548, 0.04834, 0.88074], [1.87414, -0.21436, 0.62024], [-0.06158, 0.56167, -2.78495], [-0.05274, -0.31535, 0.16963], [1.43451, 0.28469, -1.34209], [-0.76261, 0.10883, -0.92014]]}

# 6
{"formula": "C6H14O4Tb", "method": "the ωB97M-V functional and the def2-TZVPD basis", "orbital_gap_ev": [7.44, 8.36], "multiplicity": 7, "lumo_energy_ev": [-4.3812, -3.7800], "s2": 12.64, "charge": 1, "homo_energy_ev": [-11.8211, -12.1384], "symbols": ["C", "H", "H", "H", "O", "C", "H", "H", "H", "C", "O", "C", "O", "C", "C", "O", "Tb", "H", "H", "H", "H", "H", "H", "H", "H"], "positions_angstrom": [[-1.41474, 2.43239, -1.53134], [-1.96889, 3.10605, -0.85071], [-0.94309, 3.15279, -2.22371], [-2.02241, 1.82044, -2.22494], [-3.15229, 0.36782, -0.11532], [-2.42899, 0.44341, 1.06783], [-2.15972, 1.46540, 1.36474], [-3.45434, 1.33950, -0.03148], [-2.90246, -0.07924, 1.90855], [3.16093, 0.23354, -0.65500], [2.22489, 1.17981, -1.02637], [2.49832, -1.12299, -0.43552], [1.35328, -0.86299, 0.37214], [0.45855, -1.93829, 0.57996], [-0.69666, -1.38070, 1.38048], [-1.05311, -0.14163, 0.79307], [0.41679, 1.12287, -0.42949], [3.68247, 0.51346, 0.28574], [3.95374, 0.09233, -1.41750], [3.15981, -1.84330, 0.07078], [2.16267, -1.55249, -1.39572], [0.94908, -2.75699, 1.12691], [0.10888, -2.31748, -0.39480], [-0.39221, -1.18859, 2.42195], [-1.54050, -2.08513, 1.35974]]}

# 7
{"formula": "CH3Cl2OP", "method": "the ωB97M-V functional and the def2-TZVPD basis", "orbital_gap_ev": 9.12, "multiplicity": 1, "lumo_energy_ev": -0.5635, "de_lowest_kcal_mol": 144.4, "homo_energy_ev": -9.6809, "symbols": ["C", "O", "P", "Cl", "Cl", "H", "H", "H"], "positions_angstrom": [[0.88085, 0.42050, 0.51011], [-0.48920, 0.35754, 0.21992], [-1.26894, -1.02055, -0.48221], [1.62748, -1.18947, 0.18936], [1.72603, 1.60873, -0.34831], [1.00741, 0.91538, 2.31781], [-0.90589, -0.76196, -1.92511], [-2.57774, -0.33017, -0.48156]]}

# 8
{"formula": "C5H9NO2", "method": "the ωB97M-V functional and the def2-TZVPD basis", "orbital_gap_ev": 10.59, "multiplicity": 1, "lumo_energy_ev": 0.8723, "de_lowest_kcal_mol": 45.3, "homo_energy_ev": -9.7173, "symbols": ["N", "C", "C", "O", "C", "C", "C", "O", "H", "H", "H", "H", "H", "H", "H", "H", "H"], "positions_angstrom": [[-0.78537, 0.72984, -1.87340], [-0.46602, 0.73764, -0.45414], [0.98645, 0.64271, -0.18242], [1.33053, 1.15417, 1.11852], [1.23696, -0.27219, 0.90736], [-0.08649, -0.82081, 1.39347], [-1.01511, -0.56856, 0.24096], [-0.85702, -1.63859, -0.70567], [-1.71109, 1.13587, -1.98243], [-0.22115, 1.41058, -2.37697], [-0.97671, 1.58948, 0.02270], [1.70811, 0.85436, -1.00126], [2.20692, -0.74083, 1.02690], [-0.34027, -0.26302, 2.30643], [-0.04822, -1.91164, 1.48023], [-2.06974, -0.41283, 0.49394], [-0.77315, -1.20813, -1.58988]]}

F_max (computed, eV/A): 1.91 4.13 7.74 1.18 4.70 4.96 3.91 1.98